(1)
83
Properties=species:S:1:pos:R:3:forces:R:3 method="wB97M-V/def2-TZVPD" charge=-1 spin_multiplicity=1
C 4.299678 1.785397 -2.383363 -7.623 -4.158 3.002
C 3.109446 1.199441 -1.899645 7.461 4.127 -2.948
C 1.699967 0.653391 -1.255547 1.299 -0.590 0.372
C 0.710374 -0.041022 -2.362383 1.126 0.203 -1.177
C -0.432284 0.949341 -2.995204 0.224 -1.246 -1.035
Nb -1.920164 1.801601 -1.496079 2.654 1.232 1.171
O -0.568127 3.408990 -1.056680 -1.579 -3.083 1.558
F -1.151376 0.608781 0.128008 -1.120 2.014 -2.670
O -2.783940 3.068141 -2.974540 -2.390 -4.936 -2.735
C -3.521259 2.222283 -3.943526 -1.974 -2.078 -4.995
N -4.100005 1.566962 -4.922844 5.072 5.828 8.772
O -3.355290 0.285635 -1.826919 1.347 3.028 0.855
N -4.146059 0.329791 -0.712533 -0.645 -5.470 -1.009
O -4.476266 -0.848347 -0.520822 0.661 3.466 0.444
H 5.342966 2.130503 -2.848794 -3.118 -1.099 1.350
H 2.004274 -0.214444 -0.493916 -0.426 2.001 -1.653
H 1.210531 1.492992 -0.603809 0.953 -1.538 -1.582
H 0.304687 -1.034133 -1.894433 0.378 2.134 -0.844
H 1.409083 -0.370086 -3.272291 -1.337 0.533 2.040
H -1.065851 0.279455 -3.753675 1.273 1.332 1.353
H 0.020836 1.844143 -3.635449 -0.681 -1.910 1.377
H -3.055983 2.574699 -0.272839 -0.019 -0.140 0.033
H -0.246760 3.263138 -0.100102 -0.766 0.457 -2.068
C -6.806056 -1.472509 0.808891 -0.633 0.356 -0.024
C -6.814846 -1.478718 2.328556 0.303 -0.710 -0.618
O -7.326630 -0.244606 2.849309 -1.398 0.391 0.314
C -8.670616 -0.082254 2.762788 0.234 -0.505 -0.513
O -9.463211 -0.883223 2.294956 0.906 1.104 0.796
O -8.981294 1.140220 3.263628 0.279 -0.818 -0.179
C -10.358719 1.479232 3.130698 -0.481 0.181 0.029
H -6.258648 -0.604033 0.431387 -0.181 -0.452 0.320
H -6.341928 -2.383381 0.421886 0.057 0.194 0.080
H -7.820813 -1.407933 0.403875 0.022 -0.189 0.211
H -5.785852 -1.571689 2.692663 -0.218 0.326 0.104
H -7.377034 -2.329116 2.729812 -0.120 0.250 -0.018
H -11.003211 0.711455 3.572267 0.169 0.058 -0.231
H -10.605059 1.630314 2.075683 -0.045 -0.171 0.150
H -10.530080 2.418447 3.664043 0.332 -0.169 -0.056
C 6.552259 0.468472 -8.783629 0.335 -0.171 0.010
C 6.198699 1.391216 -7.629057 -0.200 0.121 -0.634
O 6.632600 0.844426 -6.376504 1.106 0.121 0.505
C 7.964911 0.918764 -6.132449 -0.046 0.005 -0.456
O 8.805193 1.406568 -6.870418 -1.016 -0.556 1.021
O 8.207905 0.331226 -4.933467 -0.306 0.505 -0.860
C 9.592497 0.246885 -4.608365 0.484 -0.011 0.228
H 6.154406 -0.535326 -8.608932 -0.129 0.159 -0.023
H 6.148840 0.854226 -9.723481 -0.026 -0.023 0.121
H 7.636180 0.364759 -8.894527 -0.158 0.156 0.018
H 5.109295 1.489605 -7.569385 0.259 -0.112 0.338
H 6.606135 2.398093 -7.772004 0.121 -0.233 0.101
H 10.074282 1.229463 -4.655882 -0.108 -0.224 -0.155
H 10.090124 -0.460118 -5.278500 0.007 0.226 0.009
H 9.678514 -0.127588 -3.584492 -0.322 0.049 -0.204
C -5.932319 -0.311472 6.497091 0.317 -0.122 0.142
C -5.799131 0.797770 5.466877 -0.416 -0.543 -0.162
O -4.763713 1.721021 5.829723 1.171 -0.026 -0.119
C -3.493506 1.284052 5.640586 -0.189 -0.554 -0.118
O -3.165884 0.197800 5.191871 -0.392 1.519 0.626
O -2.645469 2.255933 6.062587 -0.722 -0.580 -0.305
C -1.273008 1.876174 6.017506 0.555 -0.053 -0.105
H -6.081742 0.107982 7.496164 -0.140 0.022 -0.105
H -6.774382 -0.964764 6.254161 0.028 0.113 -0.010
H -5.026864 -0.924639 6.543116 -0.141 0.078 -0.145
H -6.733056 1.369309 5.432647 0.379 0.148 -0.016
H -5.626639 0.401144 4.460313 0.123 0.133 0.301
H -0.987575 1.528629 5.018719 -0.152 -0.063 0.248
H -1.075419 1.103699 6.766377 -0.019 -0.019 -0.216
H -0.669454 2.755394 6.259663 -0.377 -0.023 -0.004
C 3.983309 -2.927021 3.538883 0.365 -0.020 0.072
C 3.512370 -3.156467 2.112325 -0.355 -0.194 0.529
O 4.391391 -2.529441 1.168768 1.019 -0.480 -0.459
C 5.576672 -3.156229 0.962885 -0.130 -0.064 0.354
O 5.946434 -4.189039 1.496931 -0.428 1.226 -0.753
O 6.295085 -2.420461 0.077260 -0.644 -0.559 0.631
C 7.612132 -2.917207 -0.143036 0.437 -0.140 -0.188
H 4.108371 -1.858228 3.734989 -0.188 -0.074 -0.044
H 3.266246 -3.339923 4.253171 0.009 0.071 -0.106
H 4.954646 -3.398017 3.719456 -0.199 -0.046 -0.083
H 2.527878 -2.694311 1.981059 0.337 0.071 -0.254
H 3.400974 -4.222576 1.885962 0.227 0.164 -0.002
H 7.596309 -3.969658 -0.446238 -0.030 0.184 0.223
H 8.216211 -2.784196 0.759163 -0.086 -0.186 -0.086
H 8.063811 -2.334785 -0.950944 -0.354 0.058 0.157

(2)
82
Properties=species:S:1:pos:R:3:forces:R:3 method="wB97M-V/def2-TZVPD" smiles="CCCc1cc(I)c2c(c1CC)C(=O)NC2=O.COP(=O)(OC)OC.COP(=O)(OC)OC.COP(=O)(OC)OC" spin_multiplicity=1
C 2.585898 -5.515822 0.493871 0.496 -0.143 -0.403
C 1.646327 -5.519208 -0.723159 -0.421 0.636 0.003
C 0.800675 -4.212533 -0.868036 0.698 -0.322 0.827
C 1.645905 -2.951875 -0.662547 -0.260 -0.734 -0.569
C 2.887459 -2.929262 -1.302320 -0.414 0.484 0.352
C 3.722035 -1.836081 -1.126099 0.897 -0.202 -0.722
I 5.614441 -1.843755 -2.071839 -0.393 -0.005 0.181
C 3.329011 -0.792775 -0.330296 -0.209 0.995 0.064
C 2.066207 -0.808520 0.291154 0.099 0.315 -0.257
C 1.204605 -1.881863 0.132319 -0.506 0.088 0.462
C -0.152331 -1.882224 0.822702 -0.718 0.225 -0.370
C -1.338522 -2.158781 -0.167378 0.391 -0.017 0.289
C 1.927313 0.488291 1.101873 0.304 -1.185 -0.624
O 0.967760 1.053907 1.532062 0.588 -0.318 -0.117
N 3.312353 0.927423 1.249893 0.364 1.123 0.348
C 4.018505 0.522903 0.039723 -0.756 -1.295 -0.299
O 4.906814 1.113517 -0.498973 -0.629 -0.361 0.329
H 2.933108 -6.541816 0.678755 -0.216 0.266 0.219
H 3.501131 -4.932431 0.318222 -0.299 -0.047 -0.043
H 2.124016 -5.087631 1.393442 -0.086 -0.299 -0.190
H 0.928158 -6.341109 -0.609439 0.185 0.092 -0.194
H 2.182260 -5.668341 -1.671074 0.077 -0.258 0.382
H 0.049230 -4.251293 -0.071617 -0.048 0.073 -0.414
H 0.321734 -4.213788 -1.856006 -0.087 0.129 0.326
H 3.177879 -3.769326 -1.925618 0.086 0.195 0.120
H -0.176824 -2.591000 1.663790 0.144 0.040 -0.289
H -0.349038 -0.896150 1.257635 0.391 -0.240 -0.019
H -1.819265 -3.122647 0.032416 0.055 0.224 -0.146
H -0.942229 -2.170236 -1.188321 -0.345 0.010 0.094
H -2.104249 -1.378363 -0.093178 0.206 -0.164 -0.037
H 3.679514 0.223730 1.899543 0.107 0.588 0.516
C 6.960211 2.672902 0.942593 0.174 0.054 -0.197
O 8.103142 2.503610 1.806829 -2.144 1.666 1.912
P 8.732297 3.896976 2.474042 6.961 -0.682 -2.189
O 9.416607 4.467001 1.264901 -1.441 0.247 0.206
O 9.727098 3.068190 3.431305 -0.391 0.347 0.345
C 10.574870 2.078499 2.861071 -0.024 -0.361 -0.013
O 8.834464 5.187759 3.509091 -2.801 -1.408 0.116
C 8.069714 6.345815 3.146239 -0.005 0.278 -0.076
H 6.552274 1.697054 0.727619 0.149 -0.056 0.120
H 6.194484 3.274296 1.432495 -0.110 -0.080 -0.090
H 7.263609 3.146670 0.008538 0.036 0.048 0.059
H 10.848076 2.325222 1.835121 -0.090 0.062 -0.013
H 10.079288 1.107849 2.892318 0.016 -0.005 -0.096
H 11.480805 2.026355 3.463341 -0.075 0.125 0.073
H 7.047172 6.076269 2.882353 -0.028 0.140 0.005
H 8.544258 6.858509 2.309892 -0.007 -0.125 -0.060
H 8.045506 7.013138 4.005415 0.039 -0.134 0.061
C -7.868272 -0.517426 -2.713523 -0.300 -0.083 -0.073
O -7.060545 -1.247190 -1.778240 2.056 2.869 -1.005
P -5.685203 -1.996745 -2.410896 -2.900 -8.407 2.237
O -6.482371 -3.112558 -3.053654 -0.048 1.181 -1.200
O -5.204861 -2.420246 -0.924437 0.536 -0.005 -0.302
C -6.151575 -2.965702 -0.011348 -0.175 0.103 0.310
O -4.214951 -2.555429 -2.981002 0.447 3.520 -0.081
C -4.008188 -2.457449 -4.396683 0.063 -0.103 -0.243
H -8.606176 0.051179 -2.150453 0.081 -0.029 0.087
H -7.260318 0.176012 -3.294115 -0.117 0.081 0.008
H -8.383199 -1.208862 -3.381166 0.096 -0.044 -0.002
H -6.938548 -3.514067 -0.527640 0.020 0.075 -0.112
H -6.586298 -2.166426 0.589886 -0.094 -0.053 -0.016
H -5.621329 -3.649428 0.650046 0.156 0.056 -0.108
H -4.270478 -1.466305 -4.765344 0.080 -0.043 -0.123
H -4.600499 -3.212886 -4.911756 -0.115 0.049 0.095
H -2.952927 -2.636249 -4.593400 0.009 0.050 0.154
C -7.494717 3.521611 1.724652 0.032 0.189 0.311
O -6.731480 3.909102 0.571508 -1.328 -2.871 -0.856
P -5.568735 2.820085 0.060373 5.977 4.309 -0.028
O -4.540708 3.038100 1.131667 -1.181 -0.911 0.276
O -5.278369 3.663002 -1.279450 -0.247 -0.568 -0.133
C -4.993946 5.054983 -1.178903 -0.202 0.318 -0.058
O -4.953399 1.467451 -0.672660 -3.160 -0.094 0.369
C -4.958590 0.261541 0.114785 0.365 -0.110 -0.029
H -8.317742 4.224461 1.836102 0.044 0.020 -0.117
H -7.904284 2.518850 1.601831 -0.089 0.033 0.082
H -6.868949 3.559243 2.617064 0.052 -0.062 -0.054
H -4.500262 5.297620 -0.238119 -0.039 -0.096 0.048
H -5.917282 5.626355 -1.274655 0.022 0.036 0.081
H -4.332685 5.321498 -2.001840 -0.007 -0.166 -0.021
H -5.931664 0.103726 0.578540 0.029 -0.142 0.001
H -4.184914 0.311360 0.882272 -0.061 0.170 0.022
H -4.750293 -0.578266 -0.554106 0.037 0.721 0.496

| no. | E_HOMO (Ha) | Kohn-Sham gap (Eh) | DFT total energy (Ha) |
| --- | --- | --- | --- |
| 1 | -0.19159 | 0.2419 | -2332.8041 |
| 2 | -0.34127 | 0.2548 | -3292.6777 |